(1)
Entry from the OMol25 dataset: a molecular structure, C40H68BaN3O18 at a distorted geometry (ωB97M-V/def2-TZVPD).

Geometry as XYZ:
```
130
Properties=species:S:1:pos:R:3:forces:R:3:lowdin_charge:R:1
Ba -3.18421 2.25420 0.53559 1.008 -0.655 -0.131 2.13
C 0.09214 -1.09884 0.00571 0.149 -0.793 0.224 0.01
C -0.99596 -0.09014 0.06218 0.207 2.431 -1.394 -0.77
O -1.71937 0.02733 1.06329 -1.290 -0.988 2.661 -0.19
O -1.16768 0.77807 -0.84251 0.493 0.036 -1.037 -0.15
H -0.26727 -1.97761 -0.52971 0.043 -0.048 -0.284 0.08
H 0.30480 -1.42053 1.02521 0.163 -0.005 -0.028 0.07
H 1.01027 -0.77471 -0.48427 -0.233 0.232 -0.002 0.07
C 3.84819 -4.60412 -2.63643 -0.961 0.619 1.484 -0.05
C 5.04262 -3.90488 -2.50814 -0.399 0.027 -0.415 -0.08
C 5.23450 -3.00127 -1.48814 -0.580 1.583 0.997 -0.02
C 4.19400 -2.69622 -0.56420 -0.378 -0.647 -0.836 -0.12
C 3.00567 -3.41669 -0.64505 0.521 -0.278 -0.179 0.00
C 2.84809 -4.35805 -1.66380 0.704 -0.511 -0.262 -0.06
N 4.22923 -1.61375 0.45848 2.339 0.639 0.888 -0.29
O 3.25902 -1.37391 1.17981 0.603 -0.531 -1.255 0.04
O 5.32078 -1.02744 0.60785 -1.767 -0.985 -0.499 0.06
H 3.62883 -5.30999 -3.42385 0.215 0.030 -0.115 0.11
H 5.79931 -3.92524 -3.27847 0.150 -0.397 0.023 0.11
H 6.14117 -2.41641 -1.53590 -0.001 0.106 0.466 0.11
H 2.25769 -3.29023 0.12368 -0.181 0.131 -0.166 0.11
H 1.96110 -4.97417 -1.67080 -0.231 0.173 -0.120 0.11
C 1.76397 -2.19599 -6.79908 -0.028 0.391 -0.105 -0.14
C 0.44975 -1.84476 -7.03046 -0.186 0.243 0.647 -0.13
C -0.53443 -2.14371 -6.10566 -0.992 1.751 -2.322 -0.09
C -0.27853 -2.70195 -4.90893 -0.337 -2.298 3.454 -0.16
C 1.07511 -3.12366 -4.64896 0.070 0.461 -0.692 -0.01
C 2.07556 -2.85867 -5.60824 -0.987 0.238 0.353 -0.10
N -1.38921 -2.96188 -3.95408 3.033 0.262 -1.978 -0.45
O -2.54986 -2.66120 -4.29536 -1.428 0.735 -0.508 -0.12
O -1.15059 -3.59709 -2.88672 0.648 -0.349 1.110 -0.15
H 2.51308 -1.82668 -7.48380 0.322 -0.298 -0.005 0.09
H 0.11523 -1.16385 -7.79913 0.384 -0.272 -0.612 0.10
H -1.49502 -1.74721 -6.39969 -0.418 -0.361 0.598 0.10
H 1.33932 -3.60853 -3.72079 -0.233 0.040 0.025 0.06
H 3.12303 -3.07214 -5.45449 0.038 -0.326 0.433 0.08
C -1.89684 -3.74203 1.03828 0.136 -0.733 0.459 -0.05
C -1.58999 -3.36249 2.36067 -1.363 -0.765 -0.659 -0.05
C -1.71509 -4.31546 3.37475 0.341 -0.096 0.240 -0.01
C -1.99840 -5.64827 3.07803 -0.563 0.970 -0.474 -0.14
C -2.22226 -6.02138 1.75270 -0.198 -0.552 0.133 -0.01
C -2.18529 -5.08665 0.73027 0.430 1.059 0.639 -0.04
N -2.18565 -6.63856 4.16506 1.575 -0.533 1.165 -0.34
O -2.11297 -7.81537 3.85198 -0.561 0.414 -0.277 0.07
O -2.21587 -6.27809 5.34878 -0.399 0.344 -1.575 0.05
H -1.93238 -3.03834 0.21977 0.128 0.177 0.067 0.08
H -1.51632 -2.31429 2.61017 0.438 0.079 -0.028 0.09
H -1.57193 -4.02151 4.40407 -0.037 -0.063 0.100 0.11
H -2.48127 -7.04564 1.52865 0.069 -0.096 0.069 0.12
H -2.36904 -5.34152 -0.30301 -0.066 -0.180 -0.001 0.11
C -2.46521 3.73804 -2.71015 0.363 0.295 -0.063 -0.08
O -2.29483 4.16892 -1.36429 0.398 -0.010 1.040 -0.33
C -0.96538 4.63885 -1.09228 0.781 0.386 0.260 -0.17
C -0.70762 4.91267 0.41778 -0.852 -0.518 -1.275 -0.14
O -0.84353 3.65908 1.11437 -0.084 1.653 0.296 -0.32
C 0.35716 2.96102 1.30747 0.992 -1.343 0.031 -0.09
H -3.50605 3.45008 -2.85786 0.005 0.126 0.077 0.09
H -1.82278 2.88844 -2.94159 0.102 -0.082 0.038 0.10
H -2.21176 4.58701 -3.34506 -0.128 -0.120 -0.380 0.10
H -0.74286 5.52729 -1.68327 -0.377 0.474 0.028 0.13
H -0.20195 3.94944 -1.45281 -0.200 -0.667 0.080 0.12
H -1.41973 5.65801 0.77199 -0.466 -0.481 0.281 0.11
H 0.23816 5.43020 0.57824 0.451 -0.578 -0.165 0.14
H 0.10483 1.97895 1.70742 -0.259 -0.159 -0.339 0.09
H 1.08774 3.30798 2.03820 -0.343 1.013 0.237 0.09
H 0.90763 2.82889 0.37601 -0.125 -0.127 -0.234 0.10
C 6.73277 0.72600 4.85524 -1.343 0.671 -0.062 -0.09
O 5.52486 1.43176 4.50170 -0.015 -0.561 -0.777 -0.19
C 5.07884 1.11893 3.16118 0.195 -0.481 1.162 -0.21
C 3.79381 1.85351 2.79935 1.310 0.279 0.056 -0.23
O 2.69170 1.72255 3.66322 -0.149 -0.923 0.130 -0.19
C 2.09286 0.39016 3.60465 0.131 1.626 -0.874 -0.06
H 7.54832 0.96708 4.17343 0.138 0.100 -0.006 0.08
H 6.55682 -0.34958 4.83880 0.058 -0.145 0.056 0.08
H 6.92697 1.07185 5.87050 0.348 -0.212 -0.108 0.09
H 4.91495 0.05232 3.00758 0.148 -0.334 0.387 0.09
H 5.89553 1.38412 2.48976 -0.166 0.222 -0.473 0.12
H 3.56582 1.51333 1.78921 -0.275 -0.002 -0.285 0.11
H 4.12473 2.89099 2.75227 -0.735 0.367 0.135 0.12
H 2.72798 -0.38068 4.04115 -0.205 0.083 0.206 0.09
H 1.92145 0.17828 2.54927 0.145 -0.385 -0.116 0.06
H 1.09483 0.50206 4.02833 0.274 -0.263 0.531 0.07
C -5.56939 1.44139 3.26308 -0.363 0.081 1.094 -0.10
O -4.81349 0.77861 2.29360 0.260 0.418 -1.080 -0.31
C -5.55018 -0.31056 1.74972 0.517 -0.396 -0.705 -0.17
C -4.90062 -0.89408 0.49525 -0.285 1.696 -0.424 -0.15
O -4.61296 0.21664 -0.39525 0.076 -0.485 0.623 -0.41
C -4.11135 -0.22904 -1.67203 -0.738 -0.661 0.639 -0.06
H -6.57662 1.70955 2.94420 -0.237 -0.379 -0.295 0.10
H -5.14315 2.39257 3.58194 0.585 -0.324 -0.229 0.07
H -5.61186 0.77238 4.12256 -0.381 0.191 0.356 0.11
H -6.53077 0.04964 1.43859 -0.261 -0.071 0.364 0.13
H -5.58118 -1.11033 2.48966 -0.483 -0.043 0.140 0.14
H -5.68974 -1.41458 -0.04740 0.223 -0.895 0.354 0.14
H -3.99142 -1.45588 0.70933 -0.050 -0.127 -0.163 0.12
H -3.29111 -0.93300 -1.53148 0.700 0.730 -0.215 0.10
H -3.96104 0.70953 -2.20550 0.534 -0.568 -0.431 0.09
H -4.84886 -0.87744 -2.14506 -0.426 0.411 -0.344 0.10
C 4.98949 -0.07082 -3.29490 0.558 -0.273 0.935 -0.07
O 4.38769 0.11299 -1.99971 -0.276 0.315 -0.457 -0.19
C 3.43976 1.14872 -1.93566 -1.526 -0.318 -1.165 -0.19
C 2.14830 0.94950 -2.76631 -0.320 -0.094 -1.449 -0.16
O 2.32330 0.91954 -4.20530 1.789 -0.038 1.400 -0.21
C 1.15065 0.96168 -4.95123 0.469 -0.498 -0.623 -0.11
H 4.38331 -0.64088 -3.99893 -0.306 0.323 0.076 0.09
H 5.88127 -0.65694 -3.07290 0.057 -0.057 -0.117 0.07
H 5.34183 0.87600 -3.70415 -0.314 0.130 -0.175 0.09
H 3.82200 2.13441 -2.20100 0.567 0.064 -0.156 0.12
H 3.03269 1.23613 -0.92831 0.422 -0.263 0.370 0.11
H 1.49213 1.79842 -2.57430 -0.158 0.324 0.440 0.10
H 1.56856 0.05965 -2.52097 0.196 -0.252 0.430 0.12
H 0.51036 0.09972 -4.76377 -0.604 0.330 0.617 0.08
H 1.44937 0.75997 -5.97991 0.104 0.418 -0.149 0.08
H 0.74148 1.96882 -4.87144 -0.781 -0.102 0.001 0.08
C -2.23529 1.40342 3.91098 0.153 0.043 0.369 -0.08
O -2.65642 2.56741 3.20020 0.635 0.329 0.516 -0.38
C -2.47212 3.85948 3.87300 -1.617 -1.726 -1.774 -0.12
C -3.58898 4.67357 3.24676 1.358 2.020 1.129 -0.22
O -3.50624 4.76877 1.85121 -0.845 -0.825 -1.231 -0.31
C -4.25590 5.84202 1.28064 0.503 1.178 0.096 -0.08
H -2.89711 1.25940 4.76501 -0.049 -0.145 0.139 0.09
H -1.21237 1.49356 4.27648 0.122 0.215 0.005 0.09
H -2.26276 0.53372 3.25450 -0.165 0.241 -0.135 0.07
H -1.47669 4.25843 3.67792 -0.020 -0.103 0.170 0.14
H -2.76304 3.78382 4.92073 0.543 -0.112 0.220 0.14
H -3.34523 5.67185 3.61025 -0.494 0.507 0.366 0.13
H -4.55323 4.39314 3.67065 -0.219 -0.187 -0.479 0.12
H -3.72412 6.77663 1.45901 -0.005 0.246 0.701 0.09
H -5.27750 5.95372 1.64389 0.008 -0.362 0.206 0.10
H -4.26473 5.89317 0.19187 0.039 -1.219 -0.109 0.09
```
Positions in Å, forces in eV/Å.

Values from the calculation:
molar mass: 1016.32 g mol⁻¹
HOMO level (alpha / beta): -3.653 / -7.061 eV
Kohn-Sham gap (alpha / beta): 0.101 / 0.227 Ha
energy: -3108.56387 hartree
spin multiplicity: 2
LUMO energy (alpha / beta): -0.89 / -0.89 eV

(2)
Entry from the OMol25 dataset: 9 unconnected molecules or ions with the total composition C30H69O28PS3 at a distorted geometry (ωB97M-V/def2-TZVPD).

Geometry as XYZ:
```
131
Properties=species:S:1:pos:R:3:forces:R:3:lowdin_charge:R:1
C -0.24803 -5.58193 -1.49278 0.040 -0.014 1.395 -0.06
C -1.64883 -5.91880 -1.01954 -0.249 0.811 1.505 -0.23
O -2.71524 -5.00338 -1.39057 -0.154 0.981 0.051 -0.19
P -2.87559 -3.46821 -0.84261 0.890 -3.139 -1.165 0.37
O -2.76131 -3.34638 0.60322 -0.513 0.362 0.771 -0.22
O -1.72381 -2.81131 -1.67497 0.455 1.766 0.861 -0.20
C -1.35057 -1.43948 -1.17580 0.332 -0.257 -2.731 -0.17
C -2.11045 -0.41061 -2.07489 3.116 0.535 1.430 -0.03
O -4.24054 -3.01415 -1.45284 -0.068 0.237 0.284 -0.17
C -4.44807 -2.73437 -2.87173 0.078 -2.187 0.601 -0.21
C -5.11764 -3.97728 -3.47468 -0.312 1.372 -0.302 -0.05
H 0.25546 -4.99072 -0.70801 -0.037 -0.060 -0.642 0.07
H 0.34440 -6.46074 -1.69359 0.069 -0.644 0.415 0.07
H -0.23220 -5.09491 -2.41997 -0.236 1.219 -1.251 0.05
H -1.97901 -6.86647 -1.35425 -0.380 -0.876 -0.708 0.10
H -1.65985 -5.99990 0.08620 0.059 0.154 -0.448 0.12
H -1.52234 -1.35656 -0.13099 -0.453 0.072 0.871 0.07
H -0.26202 -1.39428 -1.33136 -0.607 0.072 -0.066 0.08
H -1.94068 -0.67717 -3.10647 -0.034 -0.047 -0.330 0.06
H -3.13055 -0.41929 -1.81974 -1.358 0.284 0.196 0.04
H -1.61273 0.60243 -1.87720 -0.993 -1.201 -0.279 0.11
H -5.12206 -1.93616 -2.83771 -0.697 1.511 -0.335 0.10
H -3.47369 -2.51994 -3.29936 -0.150 0.247 -0.323 0.10
H -4.32783 -4.68312 -3.65085 -0.211 -1.037 0.462 0.06
H -6.03055 -4.23175 -2.90977 0.942 -0.526 0.265 0.09
H -5.54815 -3.76579 -4.44619 0.196 0.441 -0.502 0.07
O 0.68035 2.85055 0.51168 -0.226 -1.126 -0.085 -0.28
S 0.50440 1.49970 1.02503 1.480 2.086 -0.138 0.54
O -0.78657 1.09165 1.42909 -1.339 -0.655 0.114 -0.26
O 0.95646 0.44537 -0.04438 0.696 -0.425 -0.325 -0.27
C 2.32299 0.28660 -0.62594 -0.654 -0.491 0.423 -0.19
C 2.18516 -0.37689 -1.98775 -0.261 0.282 1.241 -0.05
C 1.62111 1.41646 2.36874 -0.041 0.861 0.809 -0.10
H 2.89550 -0.46472 -0.03723 -0.711 1.088 0.119 0.10
H 2.86846 1.24673 -0.67374 -0.545 -0.279 0.125 0.12
H 1.79149 -1.39585 -1.89174 -0.070 0.327 -0.138 0.08
H 3.22578 -0.44778 -2.16763 1.177 -0.378 -1.181 0.06
H 1.67831 0.20920 -2.74096 -0.145 0.048 -0.127 0.08
H 2.61876 1.53755 1.92227 -0.201 0.352 0.336 0.06
H 1.62281 0.45673 2.90406 -0.343 0.416 -0.229 0.04
H 1.24733 2.31420 3.01846 1.006 -1.735 -1.040 0.10
O 1.10139 -2.72190 5.76197 -0.842 1.225 -3.339 -0.29
S 0.76806 -1.95726 4.53125 -2.203 -1.303 4.358 0.62
O 1.79549 -1.37656 3.76440 1.933 0.248 -1.279 -0.30
O -0.26780 -2.76256 3.60393 1.621 -0.629 1.287 -0.23
C -0.25849 -2.41116 2.21339 1.420 -0.804 -0.426 -0.21
C 0.99057 -2.92523 1.41558 -1.925 -0.258 -0.614 -0.02
C -0.30586 -0.65239 4.99202 -0.836 1.300 1.170 -0.14
H -0.28238 -1.33998 2.19028 -0.220 0.692 -0.529 0.08
H -1.17344 -2.85521 1.88689 -0.439 0.010 -0.594 0.08
H 0.89450 -2.53935 0.38265 0.190 0.010 0.463 0.07
H 1.11193 -4.00475 1.32319 -0.651 -0.182 0.200 0.08
H 1.88348 -2.62237 1.87019 1.245 0.915 0.461 0.03
H -0.60545 -0.01511 4.15250 0.039 -0.512 -0.222 0.06
H 0.17718 0.06242 5.68503 0.259 -0.658 -0.248 0.09
H -1.21473 -1.01148 5.51274 0.590 -0.121 -0.530 0.07
O -3.33998 -0.84542 4.32230 -0.625 0.586 -0.403 -0.30
S -4.69508 -0.60342 3.87013 0.681 -1.275 -0.178 0.54
O -5.66793 -0.16337 4.81429 -0.135 0.018 -0.011 -0.27
O -4.75801 0.42458 2.70157 -0.077 0.233 0.113 -0.27
C -3.94786 0.19765 1.50281 -0.822 -0.679 1.050 -0.24
C -4.05391 1.49660 0.81389 0.052 2.007 0.048 -0.06
C -5.17950 -2.13758 3.08671 -0.687 -0.513 2.055 -0.12
H -4.33017 -0.71072 1.02839 -0.264 0.368 -0.484 0.11
H -2.97294 -0.07025 1.84888 0.961 0.256 -0.001 0.09
H -5.06997 1.89628 0.66397 0.072 -0.980 -0.543 0.10
H -3.42223 1.56713 -0.05644 -0.071 -0.104 -0.526 0.07
H -3.70657 2.30962 1.47264 0.504 -0.544 0.092 0.09
H -5.36004 -2.70269 4.06528 0.191 0.201 -1.509 0.09
H -4.34200 -2.59406 2.53964 -0.405 0.281 0.034 0.05
H -6.14918 -2.06548 2.55617 0.750 0.090 0.163 0.09
C -3.07809 2.50584 5.11333 -0.519 1.353 1.264 -0.01
O -2.42848 3.82076 5.00393 1.154 -0.337 -1.149 -0.02
C -1.27881 3.89055 4.25010 -0.364 -0.782 1.096 -0.59
O -0.48452 3.00359 4.04055 -0.537 -0.648 0.267 0.09
O -1.09028 5.10781 3.83133 -0.454 1.855 -0.165 0.02
C 0.18481 5.41872 3.21415 0.289 -1.516 0.581 -0.01
H -2.92721 2.07674 6.13856 -0.086 0.515 -0.934 0.11
H -2.67851 1.84750 4.38520 0.226 -0.654 -0.702 0.05
H -4.15177 2.75715 4.94752 0.824 -0.599 0.130 0.11
H 0.17086 6.44674 2.86906 -0.375 -0.180 -0.194 0.10
H 0.38350 4.63654 2.45442 -0.045 0.851 0.143 0.08
H 0.96432 5.32684 3.98273 -0.138 0.027 -0.203 0.11
C -1.32173 -1.10568 -7.46984 -1.112 1.772 -0.336 -0.06
O -1.08415 -1.41171 -6.10397 0.416 -2.256 0.619 -0.01
C -1.00734 -2.73751 -5.72432 0.616 0.234 2.781 -0.52
O -0.75189 -3.07286 -4.55701 -0.597 1.275 -2.825 0.08
O -1.24407 -3.61277 -6.69262 -0.024 1.988 -0.564 -0.02
C -1.18080 -4.97238 -6.37979 -0.179 -1.105 -0.399 -0.04
H -0.91561 -0.06983 -7.63522 -0.581 -0.995 0.287 0.11
H -2.41984 -1.13203 -7.67372 0.796 0.181 0.156 0.11
H -0.85589 -1.74660 -8.17737 0.608 -0.791 -0.268 0.07
H -0.16561 -5.35733 -6.54235 -0.302 0.074 0.156 0.11
H -1.88605 -5.41007 -7.08304 0.236 -0.366 -0.045 0.10
H -1.53519 -5.17304 -5.38332 0.115 0.015 0.458 0.09
C 1.10194 6.21017 0.04499 1.356 -0.104 -2.075 0.04
O 2.11217 5.19359 -0.40747 -1.490 2.136 1.300 -0.02
C 2.91546 4.89764 0.60205 0.489 -2.604 -2.358 -0.65
O 3.00620 5.31680 1.70385 -0.086 1.010 1.357 0.15
O 3.65852 3.87722 0.10537 0.330 0.133 0.228 -0.06
C 4.73571 3.46016 0.95909 -1.009 -0.748 -1.383 -0.02
H 0.89294 6.83261 -0.83664 -0.119 -0.518 0.278 0.09
H 1.59078 6.81226 0.77327 0.081 0.427 0.728 0.08
H 0.26280 5.68440 0.41597 -0.815 -0.424 0.297 0.07
H 5.40941 4.26394 0.99955 1.266 0.927 0.295 0.08
H 5.17266 2.60334 0.40691 -0.197 0.334 0.876 0.11
H 4.31577 3.28590 1.93124 0.234 -0.589 0.550 0.08
C 2.69340 3.33800 -2.88218 -1.714 0.643 0.260 -0.02
O 1.97126 4.52287 -3.28016 -0.024 1.642 -0.225 0.00
C 2.48067 5.76013 -2.98809 -0.666 -0.413 -0.023 -0.61
O 1.83170 6.77359 -2.96329 -0.186 -0.438 -0.212 0.12
O 3.77464 5.71389 -2.76709 1.018 -1.597 -0.631 -0.05
C 4.54005 6.77152 -2.22349 -1.062 -1.065 1.843 -0.01
H 3.70607 3.61860 -2.80652 1.348 -0.557 -0.372 0.08
H 2.36703 2.54611 -3.56808 0.609 0.289 0.088 0.10
H 2.33449 3.14392 -1.88273 -0.051 -0.470 0.315 0.06
H 3.96226 7.09287 -1.33169 0.499 0.613 -0.596 0.11
H 4.70288 7.51814 -2.96771 0.310 0.679 -0.176 0.09
H 5.43053 6.24959 -1.82952 -0.106 0.653 -0.547 0.11
C 4.87916 -2.87670 -0.89661 -1.462 1.050 0.770 0.02
O 4.52055 -1.75272 -0.03101 0.214 0.319 -0.134 -0.06
C 4.70805 -1.94448 1.27704 0.820 1.921 -0.061 -0.61
O 5.08760 -2.94670 1.78094 0.041 -1.291 0.613 0.15
O 4.56764 -0.75184 1.92468 -0.448 -0.349 -2.659 -0.03
C 4.86580 -0.78692 3.28623 0.287 -0.234 0.347 -0.06
H 3.89372 -3.36155 -1.03572 1.087 -0.713 -0.004 0.11
H 5.71010 -3.37509 -0.42366 -0.231 -0.812 -0.047 0.09
H 5.18729 -2.43368 -1.82402 0.132 0.245 -0.422 0.08
H 5.93136 -0.68799 3.44900 0.388 -0.387 -0.014 0.10
H 4.46504 -1.72994 3.59936 0.006 -0.151 1.258 0.09
H 4.42714 0.08813 3.71810 -0.669 0.207 0.397 0.09
```
Positions in Å, forces in eV/Å.

Values from the calculation:
molar mass: 1005.03 g mol⁻¹
structure (SMILES): CCOP(=O)(OCC)OCC.CCOS(C)(=O)=O.CCOS(C)(=O)=O.CCOS(C)(=O)=O.COC(=O)OC.COC(=O)OC.COC(=O)OC.COC(=O)OC.COC(=O)OC
HOMO level: -10.530 eV
Kohn-Sham gap: 0.396 Ha
energy: -4827.12609 hartree
LUMO energy: 0.24 eV